a:
The following is a quantum chemistry calculation of an isolated molecule of C22H26N4O3, from the OMol25 dataset.

The gap between HOMO and LUMO is 9.18 eV.

Positions of all 55 atoms, in Å:
O: -0.71646 -0.07586 -0.51288
O: 2.67808 -1.68713 -1.94225
O: -2.89416 -0.56038 1.53427
N: 0.41637 -0.78211 1.21444
N: 0.01540 0.48311 1.47025
N: 1.67239 3.24195 0.47891
N: 3.36534 -1.41077 0.18148
C: -4.36913 -1.16794 -0.30600
C: -4.31951 1.48055 -1.08819
C: 4.12553 -0.22497 -0.19612
C: 1.52772 -2.98672 -0.32477
C: 3.05376 1.48804 1.29190
C: 2.58616 -1.98107 -0.75994
C: -5.07554 -0.75963 -1.42536
C: -0.02559 -1.09310 0.04014
C: 0.17141 -2.37035 -0.69022
C: -0.65802 0.88085 0.44356
C: 3.29765 1.02654 0.00354
C: -2.91842 -1.87645 2.02304
C: 2.72091 1.72280 -1.06422
C: -1.34939 2.17245 0.25616
C: -3.60663 1.09910 0.03505
C: -2.78833 2.09679 0.80436
C: 2.23510 2.58817 1.47942
C: -3.62911 -0.24863 0.42650
C: 2.94199 1.35326 -2.49611
C: 1.92120 2.81694 -0.74643
C: -5.05370 0.56312 -1.82157
C: 3.33903 -1.77311 1.58230
H: -4.30091 2.51819 -1.38958
H: 1.66690 -3.90521 -0.89688
H: 3.98008 1.53388 -2.77651
H: -5.60467 0.88108 -2.69342
H: -3.92640 -2.17070 2.33395
H: 2.41837 -1.43077 2.06202
H: 2.01481 2.95982 2.47013
H: -2.25416 -1.87684 2.88599
H: 3.43414 -2.85376 1.69408
H: -2.54349 -2.59265 1.28384
H: -5.64482 -1.48703 -1.98491
H: 0.13244 -2.16099 -1.76118
H: -2.74585 1.80999 1.85517
H: 4.19383 -1.31429 2.07497
H: -0.63771 -3.06384 -0.44384
H: 1.55128 -3.20326 0.73748
H: -3.23886 3.08661 0.71990
H: 3.48890 0.99425 2.14576
H: -0.78551 2.94159 0.78379
H: 2.72583 0.29933 -2.66248
H: 1.44688 3.38714 -1.53664
H: -4.40221 -2.20613 -0.01402
H: -1.37521 2.40272 -0.81008
H: 5.02885 -0.17924 0.41753
H: 4.40891 -0.33631 -1.24318
H: 2.30457 1.95098 -3.14316

---

b:
The following is a quantum chemistry calculation of an isolated molecule of C22H26N4O3, from the OMol25 dataset.

The gap between HOMO and LUMO is 9.14 eV.

Positions of all 55 atoms, in Å:
O: -1.39320 3.01133 0.98356
O: -1.55102 1.26445 -1.38637
O: 6.64346 0.04067 0.15571
N: -1.71181 -0.73797 -2.24012
N: -3.07660 1.65393 1.63110
N: -2.96240 -0.24196 -2.09737
N: -2.87563 -0.89357 1.02219
C: -3.40666 3.02874 -0.33560
C: -3.92868 1.87919 -1.20477
C: 7.44068 1.19888 0.16878
C: -2.01683 -0.50020 1.95504
C: 2.49747 0.24404 -0.10775
C: -2.84354 0.93771 -1.58403
C: 0.57969 0.10336 -1.70567
C: -1.39017 -4.14756 -0.09119
C: -2.68371 -2.05394 0.42270
C: 3.17810 -0.96611 -0.02344
C: -0.51150 -3.82597 -1.30298
C: -0.74416 -2.50022 1.71084
C: 4.61877 1.39706 -0.01971
C: 3.23651 1.41593 -0.10654
C: 5.29042 0.18351 0.06486
C: -0.94184 -1.28715 2.34896
C: -0.89292 0.16508 -1.81154
C: 1.00266 0.27374 -0.23458
C: -2.50478 2.56047 0.80421
C: -2.27181 0.86937 2.53932
C: -1.61884 -2.90182 0.70701
C: 4.55266 -1.00124 0.06278
H: -0.26863 -0.94529 3.12049
H: 5.15576 2.33257 -0.01722
H: -0.96768 -3.03500 -1.89517
H: 0.60904 1.22196 0.13789
H: 0.47145 -3.49012 -0.97812
H: -3.91036 1.17608 1.32201
H: 7.32662 1.77702 -0.75419
H: 2.72594 2.36620 -0.16656
H: 7.20977 1.83722 1.02803
H: -2.81482 3.71598 -0.94218
H: -3.40929 -2.30571 -0.33902
H: 0.56280 -0.53682 0.34980
H: -2.34673 -4.54249 -0.43688
H: -1.32943 1.40029 2.69486
H: -4.70472 1.30070 -0.69952
H: 5.08586 -1.93636 0.13123
H: -4.25040 3.57967 0.08421
H: 8.46870 0.84860 0.24788
H: 1.01903 0.90792 -2.30026
H: -2.79114 0.77822 3.50040
H: -4.37760 2.28446 -2.11619
H: -0.38637 -4.70922 -1.92436
H: -0.90381 -4.90524 0.52763
H: 0.91705 -0.85484 -2.09955
H: 2.62026 -1.89165 -0.02154
H: 0.09529 -3.12626 1.98135

---

c:
The following is a quantum chemistry calculation of an isolated molecule of C22H26N4O3, from the OMol25 dataset.

The gap between HOMO and LUMO is 9.14 eV.

Positions of all 55 atoms, in Å:
O: -1.54318 1.44037 -1.90033
O: 2.37165 -2.00215 -2.44197
O: -8.16468 -0.93063 1.11123
N: 2.94304 -1.91816 -0.26125
N: -2.15128 -0.49627 -1.08221
N: -2.83514 1.58429 -1.48966
N: 5.00207 -0.52092 1.17245
C: -5.97147 -1.48941 0.54038
C: 2.59372 2.78350 -0.97789
C: 5.94112 -1.15086 2.07552
C: -6.72035 0.75891 0.10437
C: 1.36187 1.79561 0.82167
C: 2.08956 -1.73654 -1.29214
C: 2.53573 1.27736 1.33814
C: 3.75243 1.51348 0.70856
C: -6.98079 -0.52266 0.58558
C: 0.17308 -0.29071 -1.96448
C: -5.47604 1.06269 -0.41223
C: -4.47288 0.09936 -0.45840
C: 4.34035 -2.22006 -0.46701
C: -3.17344 0.41458 -1.00753
C: -1.19041 0.17440 -1.63479
C: 0.71735 -1.22062 -0.88068
C: 5.01319 0.93304 1.29191
C: -4.73389 -1.18359 0.02518
C: -9.22942 -0.01250 1.17922
C: 3.76845 2.26838 -0.45575
C: 5.18366 -0.96909 -0.20179
C: 1.38787 2.55160 -0.33943
H: 0.15790 -0.83464 -2.91315
H: 5.05287 1.17440 2.35802
H: -8.98120 0.84487 1.81290
H: 6.98297 -0.84878 1.88517
H: 4.70756 2.46461 -0.95464
H: 2.73003 -1.52289 0.64204
H: -3.95220 -1.92564 -0.01539
H: 0.04043 -2.07008 -0.77051
H: 5.87160 -2.23177 1.96897
H: 4.83327 -0.18580 -0.87709
H: -6.19311 -2.47537 0.91725
H: 5.89952 1.37952 0.81018
H: 6.24085 -1.17465 -0.42970
H: -10.06052 -0.55848 1.62282
H: -7.47975 1.52455 0.12695
H: 4.45577 -2.54164 -1.50350
H: -9.51925 0.34118 0.18472
H: 0.47247 2.95834 -0.74278
H: -5.26644 2.05170 -0.78841
H: 0.81990 0.58028 -2.08533
H: 4.63256 -3.03484 0.20083
H: 0.42312 1.61820 1.32768
H: 5.68552 -0.89000 3.10190
H: 2.62099 3.37006 -1.88443
H: 2.51869 0.69033 2.24566
H: 0.77429 -0.69684 0.07320

---

The energy of each structure relative to the most stable one, in eV, is as follows: a 0.313; b 0.000; c 0.687.